C4H6N2 in the gas phase at a distorted geometry. Source: OMol25; level of theory: wB97M-V/def2-TZVPD.

- SMILES string = N#C[C@H]1CCN1
- LUMO (eV) = 0.925
- energy (eV) = -7223.7960
- energy above the lowest of the compared OMol25 structures with the same formula, charge and spin (kJ/mol) = 173.2
- charge = 0
- max |F| (eV/Å) = 1.1
- frontier orbital gap (eV) = 10.70

XYZ file:
```
12
C4H6N2 | OMol25 | wB97M-V/def2-TZVPD
N -0.3674 -1.2497 0.1270
N 2.4632 0.6490 -0.9822
C 0.6547 -0.3220 0.6189
C -1.1794 -0.1454 -0.4204
C 1.7741 0.0531 -0.2675
C -0.3219 0.8635 0.3760
H 1.0076 -0.5479 1.6318
H -0.7877 1.2616 1.2760
H -0.0799 -1.9814 -0.5140
H 0.1783 1.6463 -0.2018
H -2.2345 -0.2024 -0.1348
H -1.1071 -0.0247 -1.5091
```

---

A molecular structure, C4H6N2 at a distorted geometry. Source: OMol25; level of theory: wB97M-V/def2-TZVPD.

- LUMO (eV) = 1.120
- energy (eV) = -7220.0232
- energy above the lowest of the compared OMol25 structures with the same formula, charge and spin (kJ/mol) = 537.2
- charge = 0
- max |F| (eV/Å) = 5.1
- frontier orbital gap (eV) = 9.58

XYZ file:
```
12
C4H6N2 | OMol25 | wB97M-V/def2-TZVPD
N 0.3108 0.1680 1.9255
N -0.6439 0.6277 0.9610
C 0.4008 0.3034 -1.3430
C -0.5475 -0.9110 -1.0531
C 0.1564 -0.2144 0.0503
C 1.0682 -0.6176 1.2400
H 0.1265 1.2646 -1.5025
H 0.2066 0.1389 2.9101
H -1.6598 -0.5896 -1.1437
H 1.4278 0.0774 -1.5701
H -0.4821 1.6495 0.7444
H -0.3638 -1.8970 -1.2190
```

---

C4H6N2 in the gas phase at a distorted geometry. Source: OMol25; level of theory: wB97M-V/def2-TZVPD.

- SMILES string = N#CCN1CC1
- LUMO (eV) = 0.898
- energy (eV) = -7223.4746
- energy above the lowest of the compared OMol25 structures with the same formula, charge and spin (kJ/mol) = 204.2
- charge = 0
- max |F| (eV/Å) = 1.8
- frontier orbital gap (eV) = 10.98

XYZ file:
```
12
C4H6N2 | OMol25 | wB97M-V/def2-TZVPD
N -2.4676 1.0709 -0.0287
N 0.8593 0.1681 -0.2504
C -1.4350 0.8220 0.4096
C 1.7997 -0.9002 -0.0658
C 0.6916 -1.0854 -0.9848
C -0.0851 0.4193 0.8413
H -0.0389 -1.8482 -0.6451
H 0.3276 1.1426 1.5144
H 1.7168 -1.4921 0.8426
H -0.2653 -0.4647 1.4633
H 2.8209 -0.6533 -0.3738
H 0.8695 -0.8913 -2.0487
```

---

C4H6N2 in the gas phase at a distorted geometry. Source: OMol25; level of theory: wB97M-V/def2-TZVPD.

- SMILES string = Cc1cnc[nH]1
- LUMO (eV) = 0.779
- energy (eV) = -7222.4430
- energy above the lowest of the compared OMol25 structures with the same formula, charge and spin (kJ/mol) = 303.7
- charge = 0
- max |F| (eV/Å) = 8.1
- frontier orbital gap (eV) = 9.49

XYZ file:
```
12
C4H6N2 | OMol25 | wB97M-V/def2-TZVPD
N 0.5632 -0.8138 0.0580
N 1.9398 0.7971 0.0438
C 1.8519 -0.5490 0.1015
C 0.6940 1.1720 -0.0845
C -1.8211 0.0522 0.0217
C -0.2888 0.3000 -0.1527
H -1.6907 -0.7758 0.9086
H 0.3704 2.1645 0.2693
H -2.4889 1.0203 0.2920
H 0.2784 -1.8614 -0.1503
H -2.2643 -0.3528 -0.8454
H 2.8561 -1.1533 -0.4622
```